# 1
Density functional theory data (wB97M-V/def2-TZVPD) for the molecule C4H6N2O in a non-equilibrium geometry.

Positions of all 13 atoms, in Å:
N: -2.013 0.452 -0.064
C: -0.574 0.429 -0.064
C: -0.001 -0.858 -0.016
O: -0.671 -1.995 0.024
N: 1.329 -0.783 0.005
C: 1.637 0.644 -0.021
C: 0.384 1.425 -0.161
H: -2.356 0.925 -0.896
H: -2.358 0.988 0.727
H: -1.610 -1.696 0.014
H: 1.961 -1.566 0.084
H: 2.521 0.892 -0.595
H: 1.753 1.143 0.962

Values from the calculation:
**2S+1**: 1
**E_LUMO**: 0.7 eV

# 2
Density functional theory data (wB97M-V/def2-TZVPD) for a structure of composition C41H54ClN6O3PSTa.

Positions of all 108 atoms, in Å:
Ta: 0.024 0.297 1.559
O: -2.584 3.506 1.931
C: -1.587 2.867 1.754
N: -1.421 1.537 2.155
C: -2.516 1.018 2.968
C: -1.930 0.090 3.984
C: -2.593 -0.289 5.139
C: -1.957 -1.136 6.029
C: -0.667 -1.574 5.743
C: -0.074 -1.162 4.571
N: -0.695 -0.350 3.697
C: -0.361 3.401 1.112
C: -0.244 4.744 0.829
C: 0.972 5.214 0.355
C: 1.997 4.302 0.168
C: 1.776 2.961 0.433
N: 0.615 2.497 0.919
H: -3.230 0.475 2.338
H: -3.056 1.842 3.434
H: -3.588 0.087 5.336
H: -2.452 -1.445 6.940
H: -0.133 -2.228 6.418
H: 0.925 -1.484 4.306
H: -1.093 5.388 1.012
H: 1.116 6.265 0.142
H: 2.965 4.612 -0.199
H: 2.551 2.239 0.237
Cl: -3.246 -6.420 1.854
C: -2.695 -4.809 1.670
C: -3.596 -3.806 1.276
C: -3.193 -2.494 1.112
C: -1.869 -2.145 1.350
O: -1.471 -0.887 1.161
C: -0.958 -3.144 1.748
C: 0.398 -2.818 1.937
O: 0.890 -1.661 1.856
C: -1.382 -4.483 1.897
H: -4.629 -4.076 1.097
H: -3.897 -1.734 0.794
H: 1.098 -3.620 2.181
H: -0.670 -5.244 2.192
C: 1.922 2.769 -4.260
C: 0.517 3.218 -3.817
C: 0.094 2.563 -2.493
C: 0.615 1.121 -2.448
C: 2.157 1.084 -2.422
C: 2.757 2.347 -3.055
P: -0.200 0.056 -1.195
C: 0.326 -1.690 -1.507
C: 1.795 -2.007 -1.194
C: 1.981 -3.528 -1.046
C: 1.001 -4.311 -1.933
C: 0.736 -3.532 -3.214
C: -0.013 -2.218 -2.918
C: -2.018 0.037 -1.605
C: -2.374 -0.002 -3.124
C: -3.160 1.222 -3.595
C: -4.466 1.405 -2.815
C: -4.310 0.990 -1.344
C: -2.858 1.102 -0.880
H: 2.415 3.566 -4.813
H: 1.850 1.923 -4.949
H: -0.211 2.974 -4.593
H: 0.488 4.302 -3.698
H: -0.987 2.599 -2.395
H: 0.501 3.132 -1.657
H: 0.292 0.655 -3.384
H: 2.498 0.217 -2.991
H: 2.529 0.947 -1.402
H: 3.790 2.154 -3.344
H: 2.783 3.167 -2.330
H: -0.291 -2.245 -0.789
H: 2.137 -1.495 -0.292
H: 2.413 -1.648 -2.017
H: 1.859 -3.829 -0.002
H: 3.008 -3.786 -1.313
H: 0.055 -4.479 -1.406
H: 1.404 -5.298 -2.154
H: 0.157 -4.125 -3.922
H: 1.689 -3.318 -3.704
H: -1.089 -2.381 -2.996
H: 0.254 -1.482 -3.679
H: -2.313 -0.925 -1.176
H: -2.989 -0.890 -3.293
H: -1.499 -0.135 -3.756
H: -3.370 1.112 -4.659
H: -2.544 2.119 -3.509
H: -5.262 0.820 -3.277
H: -4.777 2.448 -2.876
H: -4.628 -0.051 -1.212
H: -4.957 1.593 -0.707
H: -2.803 0.942 0.194
H: -2.489 2.114 -1.076
C: 5.541 -1.167 0.846
C: 4.603 -0.009 0.488
C: 3.675 0.330 1.604
N: 2.388 0.380 1.555
N: 1.793 0.688 2.746
C: 2.639 0.931 3.725
N: 2.290 1.274 4.958
S: 4.275 0.730 3.195
H: 6.184 -1.389 -0.003
H: 4.979 -2.067 1.094
H: 6.188 -0.918 1.688
H: 4.000 -0.255 -0.385
H: 5.187 0.882 0.245
H: 1.322 1.443 5.187
H: 2.980 1.487 5.661

Values from the calculation:
**Net charge**: +3
**2S+1**: 1
**E_LUMO**: -9.3 eV

# 3
Density functional theory data (wB97M-V/def2-TZVPD) for the molecule C2H2N3OP in a non-equilibrium geometry.

Positions of all 9 atoms, in Å:
O: 3.233 0.404 -0.070
P: 2.349 -0.754 0.099
C: 0.659 0.006 0.020
N: 0.052 1.120 0.006
C: -1.300 0.900 0.039
N: -1.683 -0.329 0.019
N: -0.573 -1.108 0.077
H: -2.054 1.758 0.110
H: -0.683 -1.997 -0.299

Values from the calculation:
**2S+1**: 1
**E_LUMO**: -1.6 eV

# 4
Density functional theory data (wB97M-V/def2-TZVPD) for a structure of composition C28H31N3P2SZn in a non-equilibrium geometry.

Positions of all 66 atoms, in Å:
Zn: 13.928 12.234 8.267
C: 13.387 10.524 4.972
C: 14.740 11.219 4.920
P: 15.561 11.431 6.519
C: 16.150 9.779 7.110
C: 16.494 9.655 8.392
C: 17.136 8.547 8.949
C: 17.313 7.398 8.120
C: 16.806 7.448 6.815
C: 16.275 8.648 6.331
C: 17.117 12.246 6.068
C: 18.357 11.923 6.639
C: 19.473 12.680 6.351
C: 19.348 13.840 5.530
C: 18.057 14.217 5.079
C: 16.959 13.396 5.254
C: 12.256 11.384 5.482
P: 11.928 11.541 7.280
C: 10.639 12.760 7.543
C: 9.857 12.595 8.718
C: 8.743 13.344 8.938
C: 8.406 14.398 8.049
C: 9.216 14.637 6.979
C: 10.348 13.836 6.709
C: 11.422 9.915 7.944
C: 10.055 9.657 8.075
C: 9.667 8.528 8.801
C: 10.655 7.554 9.049
C: 12.015 7.827 8.800
C: 12.419 9.036 8.275
H: 13.486 9.586 5.511
H: 13.252 10.332 3.885
H: 14.515 12.296 4.702
H: 15.468 10.892 4.149
H: 16.418 10.496 9.063
H: 17.488 8.563 10.004
H: 17.753 6.485 8.523
H: 17.061 6.668 6.081
H: 15.987 8.714 5.318
H: 18.338 11.168 7.395
H: 20.477 12.439 6.715
H: 20.165 14.564 5.408
H: 17.894 15.135 4.456
H: 16.018 13.622 4.748
H: 11.311 11.070 4.991
H: 12.447 12.403 5.129
H: 10.257 11.924 9.478
H: 8.045 13.173 9.773
H: 7.497 15.034 8.163
H: 8.988 15.432 6.237
H: 10.946 13.977 5.851
H: 9.274 10.361 7.671
H: 8.673 8.413 9.157
H: 10.340 6.600 9.429
H: 12.772 7.020 8.900
H: 13.451 9.280 8.113
N: 13.162 11.830 10.464
N: 12.628 13.050 10.987
C: 12.838 14.206 10.303
N: 12.123 15.279 10.657
S: 13.978 14.451 8.986
H: 12.413 11.114 10.462
H: 13.871 11.554 11.163
H: 11.653 12.984 11.332
H: 11.377 15.255 11.340
H: 12.378 16.145 10.134

Values from the calculation:
**Net charge**: +2
**2S+1**: 1
**E_LUMO**: -5.5 eV

# 5
Density functional theory data (wB97M-V/def2-TZVPD) for the molecule C4H5NO in a non-equilibrium geometry.

Positions of all 11 atoms, in Å:
N: 0.161 -2.360 0.782
C: -0.428 -1.614 0.121
C: -0.958 -0.442 -0.583
C: -0.296 0.721 0.159
C: 1.153 0.698 0.298
O: 0.498 1.659 -0.533
H: -2.051 -0.403 -0.530
H: -0.670 -0.469 -1.640
H: -0.892 1.134 0.971
H: 1.606 1.040 1.226
H: 1.719 -0.061 -0.243

Values from the calculation:
**2S+1**: 1
**E_LUMO**: 0.9 eV

# 6
Density functional theory data (wB97M-V/def2-TZVPD) for the molecule C4H8O in a non-equilibrium geometry.

Positions of all 13 atoms, in Å:
C: -1.313 -0.710 -0.089
C: -0.059 0.156 -0.111
C: 1.264 -0.671 -0.012
C: -0.054 1.570 0.283
O: -0.006 1.201 -1.087
H: -1.759 -0.884 0.906
H: -2.123 -0.448 -0.778
H: -0.823 -1.594 -0.448
H: 1.714 -0.619 0.979
H: 1.990 -0.274 -0.719
H: 1.263 -1.758 -0.232
H: -0.965 2.100 0.582
H: 0.871 1.931 0.725

Values from the calculation:
**2S+1**: 1
**E_LUMO**: 1.0 eV

Respective HOMO-LUMO gap values: 0.3201 0.2529 0.3098 0.3036 0.4302 0.4113 Ha.
Respective ΔE to the lowest compared entry with this formula, charge and spin values: 72.03 0.00 38.56 20.27 41.30 35.91 kcal per mole.